Record 1
The following is a DFT calculation (ωB97M-V with the def2-TZVPD basis set) of one molecule with the formula C7H4O3 at a distorted geometry.

Geometry (Å):
C 0.8794 -1.1867 -2.0957
C 0.9172 0.9367 1.0279
C -0.3588 0.7904 1.3925
C 0.3603 -0.6063 -1.0511
C 1.5098 0.4175 -0.1739
C -0.9686 -0.8110 -0.5291
C -1.4057 0.0926 0.6143
O 1.3914 -1.6315 -3.0271
O 2.6077 0.5650 -0.5997
O -1.7377 -1.6373 -0.9709
H 1.6185 1.4817 1.6472
H -0.6896 1.2374 2.3217
H -2.0541 -0.4992 1.2676
H -2.0700 0.8507 0.1763

energy relative to the best compared isomer or geometry (same formula, charge and spin): 0.181 eV
E: -494.81205 hartree
total charge: 0
maximum force: 4.13 eV/Å
molecular weight: 136.11 g/mol
SMILES string: O=C=C1C(=O)C=CCC1=O
frontier orbital gap: 0.3494 hartree

Record 2
The following is a DFT calculation (ωB97M-V with the def2-TZVPD basis set) of C7H56NO26S2 as an isolated structure at a distorted geometry.

Geometry (Å):
C 3.7460 -1.7151 2.3145
C 3.8211 -0.8914 1.4595
S 4.0776 -0.1800 -0.1308
O 5.4842 0.0471 -0.1908
O 3.3403 1.0585 -0.1555
N 3.7549 -1.2776 -1.2495
S 2.1649 -1.5917 -1.5433
O 1.3880 -0.4341 -1.8828
O 2.1619 -2.4815 -2.6912
C 1.4853 -2.5299 -0.1408
C 0.1589 -1.9589 0.4430
C 0.2384 -0.4866 0.8857
C -0.9470 0.2534 0.2350
C 0.1524 -0.2655 2.3956
H 3.5838 -2.4998 2.9938
H 2.1859 -2.6831 0.6714
H 1.2571 -3.5188 -0.5251
H -0.6487 -2.1650 -0.2408
H -0.0656 -2.5565 1.3333
H 1.1672 -0.0405 0.5428
H -1.7974 0.1607 0.9087
H -0.6956 1.2805 0.0009
H -1.2258 -0.2249 -0.7008
H -0.7853 -0.6324 2.8265
H 0.1544 0.8168 2.5575
H 1.0335 -0.6391 2.9192
O 2.3618 -1.0885 -5.2143
H 2.4902 -1.5274 -4.3558
H 1.9089 -0.2711 -4.9865
O -1.5964 2.9762 -1.2097
H -2.1167 3.7464 -1.4535
H -1.3133 2.6000 -2.0556
O -2.6034 -0.0267 3.5009
H -3.1859 0.6966 3.7513
H -2.7204 -0.6765 4.2007
O -0.8734 -3.8047 -1.8186
H -1.7295 -3.5411 -2.1771
H -0.3437 -4.0154 -2.5986
O -2.9977 2.3050 1.7937
H -3.2988 2.7213 0.9769
H -2.0672 2.1172 1.6310
O -3.6898 -4.9532 -1.3960
H -3.1153 -5.7231 -1.4720
H -3.5618 -4.6646 -0.4848
O 2.3397 2.7594 -2.3014
H 2.5884 2.1773 -1.5570
H 1.9655 3.5256 -1.8567
O -1.9677 0.8575 6.1358
H -1.1992 0.8721 6.7081
H -2.2186 1.7798 6.0674
O -4.2800 -2.7777 0.3244
H -4.7790 -1.9656 0.4522
H -4.5854 -3.1105 -0.5281
O 5.3124 -0.4077 -6.2450
H 4.3698 -0.6295 -6.2531
H 5.7423 -1.2454 -6.0496
O -4.3745 4.7200 0.4094
H -4.5910 5.5500 -0.0272
H -4.8321 4.7727 1.2540
O 5.2320 -3.7222 0.5525
H 4.8697 -3.1652 -0.1530
H 6.1354 -3.8957 0.2752
O -2.4961 -7.2269 0.3231
H -1.9164 -7.9893 0.2300
H -2.3664 -6.9351 1.2305
O 0.0046 -6.7741 -2.2524
H -0.4893 -5.9511 -2.1420
H -0.2886 -7.1141 -3.1062
O -2.8167 7.0854 0.1989
H -2.2805 6.2850 0.1392
H -2.6688 7.3975 1.0975
O 0.4342 -7.9285 -5.1301
H 0.4807 -8.4029 -5.9647
H 1.0644 -7.2066 -5.2322
O -0.2660 3.4080 -3.5848
H -0.5317 3.8074 -4.4186
H 0.6671 3.1847 -3.7116
O -0.8898 3.0859 7.2672
H -0.0291 3.4369 7.0106
H -1.3860 3.8636 7.5460
O -5.1072 9.0043 1.2551
H -5.9492 9.2982 0.8963
H -4.5985 8.7319 0.4815
O -0.1271 7.1077 -0.6978
H -0.6706 7.8689 -0.9238
H 0.1319 6.7359 -1.5473
O 8.5692 -0.4381 -5.0573
H 7.8393 -0.3786 -5.6821
H 8.3280 0.1816 -4.3617
O -1.5875 2.6744 10.1316
H -2.4347 2.9618 9.7807
H -1.0856 2.4163 9.3489

E: -3107.62764 hartree
total charge: -1
maximum force: 2.04 eV/Å
molecular weight: 634.64 g/mol
frontier orbital gap: 0.3006 hartree

Record 3
The following is a DFT calculation (ωB97M-V with the def2-TZVPD basis set) of a 2-piece molecular cluster, C7H5Cl2F2OP overall at a distorted geometry.

Geometry (Å):
C 1.1147 1.3685 0.3412
C 1.3605 0.0122 0.1025
C -0.1591 1.7562 0.8247
C 0.3557 -0.9513 0.2624
C -1.0058 0.8300 1.3231
C -0.7887 -0.5455 1.1008
C -1.7298 -1.3587 1.7136
O -0.4504 -0.8089 -3.8890
F -1.6078 -2.7102 1.7116
F -2.8416 -0.9549 2.3308
P 0.3116 -0.4925 -2.6563
Cl 2.1552 -1.5724 -3.0014
Cl 0.8137 1.5103 -2.7400
H 1.8360 2.2080 0.0900
H 2.2175 -0.3461 -0.2927
H -0.1646 2.8068 0.8142
H 0.4191 -2.0456 0.0331
H -1.8362 1.2942 1.9311

E: -1806.38655 hartree
total charge: 0
maximum force: 3.64 eV/Å
expectation value of S²: 2.0498
molecular weight: 244.99 g/mol
frontier orbital gap (alpha / beta): 0.2824 / 0.2502 hartree
multiplicity: 3

Record 4
The following is a DFT calculation (ωB97M-V with the def2-TZVPD basis set) of a 2-piece molecular cluster, C7H5F3N3O overall at a distorted geometry.

Geometry (Å):
C -1.4002 1.4438 -2.0136
C -0.3222 1.9704 0.0047
C -0.9537 0.1519 -1.8771
C 0.3013 0.6042 0.1225
C -0.0020 -1.4813 -1.8520
C 1.4782 1.2776 2.0487
C -0.1163 -3.7101 0.6158
N -1.1135 2.2527 -0.9908
N -0.8404 -1.0369 -2.6276
N -0.1565 -0.2420 -0.8197
O 1.2555 0.4190 0.9377
F 1.0255 -3.7787 0.0196
F -0.1454 -2.6930 1.4380
F -1.1387 -3.9123 -0.1203
H -2.0631 1.6831 -2.7758
H -0.4094 2.5666 0.9498
H 1.9226 2.3217 1.6858
H 2.1477 0.7833 2.6150
H 0.5308 1.3800 2.6392

energy relative to the best compared isomer or geometry (same formula, charge and spin): 0.000 eV
E: -808.24954 hartree
total charge: +1
maximum force: 4.66 eV/Å
molecular weight: 204.13 g/mol
frontier orbital gap (alpha / beta): 0.1542 / 0.1541 hartree

Record 5
The following is a DFT calculation (ωB97M-V with the def2-TZVPD basis set) of a 2-piece molecular cluster, C7H5F5O overall at a distorted geometry.

Geometry (Å):
C 2.6883 -0.9196 1.2970
C -2.1794 -1.3282 0.6128
C -1.2671 -0.7928 -0.2108
C -0.5630 1.5134 -0.0203
C 2.3975 -1.1975 0.0598
C 0.5593 2.0360 -0.4782
C -1.4062 0.5679 -0.7660
O 3.1055 -0.3124 2.1949
F -1.0272 1.8039 1.2869
F 1.7818 -2.2932 -0.4331
F 3.0832 -0.5624 -0.9533
F 1.0960 1.8731 -1.6801
F 1.3272 2.7870 0.2530
H -2.3326 -2.4156 1.0305
H -3.0571 -0.7888 0.7212
H -0.4363 -1.4230 -0.5663
H -1.2410 0.4821 -1.7726
H -2.5288 0.9701 -0.5752

energy relative to the best compared isomer or geometry (same formula, charge and spin): 2.546 eV
E: -844.11915 hartree
total charge: 0
maximum force: 4.78 eV/Å
molecular weight: 200.11 g/mol
SMILES string: C=CCC(F)=C(F)F.O=C=C(F)F
frontier orbital gap: 0.3139 hartree

Record 6
The following is a DFT calculation (ωB97M-V with the def2-TZVPD basis set) of C7H5LaLiO3 as an isolated structure at a distorted geometry.

Geometry (Å):
O -3.6399 -0.1217 -0.1843
C -2.4541 -0.1499 -0.0513
C -1.1873 0.0172 0.0201
C -0.0442 -0.8534 0.3136
C 0.7000 -0.4821 1.5884
O 1.4721 -1.2113 2.2100
La -1.2182 2.9116 -0.4495
H -0.3546 -1.9092 0.4359
H 0.2358 0.3519 2.1530
C 1.1506 0.9824 -2.2114
C 1.3912 -0.3027 -1.9254
C 1.2760 -0.9656 -0.6142
O 2.0997 -1.8498 -0.3770
Li 2.6256 -2.4356 1.3359
H 0.7475 1.6684 -1.4693
H 1.3810 1.3652 -3.2072
H 1.7184 -0.9846 -2.7145

E: -534.15567 hartree
total charge: +1
maximum force: 3.44 eV/Å
molecular weight: 282.96 g/mol
frontier orbital gap (alpha / beta): 0.1523 / 0.1800 hartree